Entry from the Open Molecules 2025 dataset: a 9-piece molecular cluster, C4H26O8 overall at a distorted geometry (the ωB97M-V functional and the def2-TZVPD basis).

Last column: Löwdin charge in e.
CARTESIAN COORDINATES (ANGSTROEM)
1 C -2.84402 1.41846 -1.38107  -0.10
2 C -1.90378 0.31591 -1.78980  -0.48
3 C -0.46466 0.81140 -2.06628  -0.07
4 C -1.93578 -0.84043 -0.66891  -0.07
5 H -3.85548 1.06509 -1.31502  0.06
6 H -2.24243 1.77490 -0.43470  0.11
7 H -2.80589 2.30275 -2.08849  0.09
8 H -2.16866 -0.28773 -2.77038  0.16
9 H 0.32882 0.08066 -2.21168  0.04
10 H -0.08174 1.48042 -1.16232  0.07
11 H -0.49819 1.74678 -2.74600  0.11
12 H -2.98647 -0.92627 -0.40422  0.06
13 H -1.35939 -1.75841 -1.10045  0.09
14 H -1.45288 -0.53645 0.21226  0.03
15 O 1.15341 -0.50874 2.57722  -0.05
16 H 0.53680 -1.15685 2.49557  0.00
17 H 0.58108 0.27456 2.81585  -0.01
18 O -0.34303 1.18525 3.72277  0.03
19 H 0.36237 1.48584 4.15182  0.00
20 H -0.53528 1.62061 2.89325  0.04
21 O 1.99758 -1.57782 -0.02595  -0.03
22 H 1.51959 -0.88658 0.28897  -0.06
23 H 2.92538 -1.36206 0.21407  0.05
24 O 3.39641 0.28270 1.04589  -0.06
25 H 4.29024 0.04486 1.08551  0.02
26 H 3.03622 -0.01388 1.95388  0.08
27 O 0.41715 1.89528 1.09546  -0.10
28 H 1.18656 1.47235 1.50507  0.01
29 H 0.22325 1.47281 0.16969  0.04
30 O 2.34088 -0.74437 -3.57189  0.03
31 H 2.88232 -0.50772 -2.92299  -0.04
32 H 1.50578 -1.03548 -3.34075  -0.05
33 O -3.45064 0.23576 2.45645  -0.08
34 H -3.98843 -0.48848 2.11356  0.03
35 H -3.65882 0.96031 1.78864  0.06
36 O 0.39375 -2.29176 -2.45012  0.02
37 H 0.94254 -2.93260 -2.71561  0.00
38 H 0.95810 -1.93189 -1.83776  -0.04

For the frontier orbital gap, the calculation gives 11.0131 eV. As for the maximum force: 0.117 Eh/bohr. The calculation puts the energy relative to the best compared isomer or geometry (same formula, charge and spin) at 422.0 kJ/mol. The structure (SMILES) is CC(C)C.O.O.O.O.O.O.O.O. The spin multiplicity is 1. Its HOMO energy is -10.75 eV.